Here is 2 unconnected molecules or ions with the total composition C5H13N2P from the Open Molecules 2025 dataset. Energies are from ωB97M-V with the def2-TZVPD basis set.

As for the energy relative to the best compared isomer or geometry (same formula, charge and spin): 501.8 kJ/mol. Its total charge is 0.

Geometry (Å):
C (-1.39024, -1.35523, -0.19477)
C (2.78846, -1.05303, 0.87426)
C (-2.79865, 0.28891, -2.31295)
C (1.95611, 1.74650, 0.20734)
C (0.40909, 0.07911, 1.92637)
N (-0.99472, -0.51651, -1.04461)
N (-1.44536, -0.13020, -2.15399)
P (1.40212, -0.05606, 0.38208)
H (-0.85681, -1.67900, 0.77506)
H (-2.26771, -1.83514, -0.45746)
H (2.25297, -1.83087, 1.55832)
H (3.60713, -1.45076, 0.19734)
H (-3.18497, 0.32175, -3.31967)
H (-3.50577, -0.35939, -1.80458)
H (-2.97750, 1.21476, -1.79130)
H (2.54370, 1.78355, -0.76158)
H (1.23403, 2.52584, 0.24820)
H (2.61764, 1.85228, 1.01448)
H (0.97322, 0.85355, 2.48742)
H (-0.53574, 0.45693, 1.72905)
H (0.17299, -0.85699, 2.44100)

Löwdin atomic charge list, values in e, 2 entries:
1 C -0.063
2 C -0.273

Here is 2 unconnected molecules or ions with the total composition C5H13N3 from the Open Molecules 2025 dataset. Energies are from ωB97M-V with the def2-TZVPD basis set.

As for the energy relative to the best compared isomer or geometry (same formula, charge and spin): 833.3 kJ/mol. Its total charge is 0.

Geometry (Å):
C (0.24209, 0.13161, -2.32811)
C (-0.61015, 0.01407, -1.09772)
C (-0.36518, -1.32667, -0.38318)
C (0.52842, -1.03356, 0.95346)
N (0.82424, 1.51230, 3.20128)
C (0.79837, 0.76908, 2.08389)
N (-0.09879, 0.05599, 1.52061)
N (-1.95307, 0.59045, -1.27764)
H (1.17078, -0.31960, -2.07018)
H (-0.10780, -0.37489, -3.28759)
H (0.44599, 1.13613, -2.55760)
H (1.33216, 1.54888, 0.20699)
H (0.05988, -2.08041, -0.97494)
H (-1.26802, -1.72184, 0.05769)
H (0.30979, -2.02587, 1.62592)
H (1.57863, -0.92053, 0.73783)
H (0.09283, 1.31293, 3.89219)
H (1.89548, 0.90076, 1.47182)
H (-0.17453, 0.67537, -0.44326)
H (-2.57303, -0.12308, -0.82739)
H (-2.12807, 1.27887, -0.50410)

Löwdin atomic charge list, values in e, 2 entries:
1 C -0.082
2 C -0.490

Here is a single C5H13N3 molecule from the Open Molecules 2025 dataset. Energies are from ωB97M-V with the def2-TZVPD basis set.

As for the energy relative to the best compared isomer or geometry (same formula, charge and spin): 223.9 kJ/mol. Its SMILES is C=NN(C)CCCN. Its total charge is 0.

Geometry (Å):
C (0.17906, -0.82789, -2.27472)
C (-0.86937, 0.71022, -0.63903)
C (0.33556, 1.36581, 0.09016)
C (0.77128, 0.46344, 1.23710)
C (-1.61349, -1.69858, 0.66937)
H (1.26926, -0.74521, -2.02724)
H (-0.08236, -0.18077, -3.09274)
H (0.03615, -1.84381, -2.61067)
H (-1.83690, 0.83859, -0.14451)
H (-0.92361, 1.32194, -1.53171)
H (1.16965, 1.47484, -0.62501)
H (0.09516, 2.33598, 0.55072)
H (0.99151, -0.59217, 0.82911)
H (-0.10375, 0.29342, 1.93221)
H (2.43556, 0.27167, 2.43454)
H (1.64056, 1.69858, 2.51684)
H (-2.15214, -0.85021, 1.12997)
H (-1.66208, -2.64448, 1.23171)
N (-0.64441, -0.64238, -1.12528)
N (1.93042, 0.97438, 1.90397)
N (-0.96607, -1.72337, -0.45479)

Löwdin atomic charge list, values in e, 2 entries:
1 C -0.068
2 C -0.176

Here is a molecular structure, C5H13N3O from the Open Molecules 2025 dataset. Energies are from ωB97M-V with the def2-TZVPD basis set.

As for the energy relative to the best compared isomer or geometry (same formula, charge and spin): 798.6 kJ/mol. Its total charge is 0.

Geometry (Å):
C (-0.00996, 1.85928, 1.09708)
N (-0.01095, 0.43253, 1.31676)
C (1.24077, -0.61826, 0.21307)
C (2.35647, -0.11672, -0.39128)
H (0.09417, 0.16349, 2.28808)
H (1.35393, -1.43486, 0.91563)
H (0.06840, 2.42524, 2.02671)
H (0.83135, 2.13766, 0.45131)
H (-0.93501, 2.16697, 0.59013)
H (2.30186, 0.69047, -1.10930)
H (3.31117, -0.27518, 0.08993)
N (-0.01295, -0.86626, -0.58943)
N (-0.12164, -0.02631, -1.69901)
C (-1.24917, -0.51829, 0.49130)
C (-2.41245, 0.00725, 0.01470)
O (-0.09419, -2.25785, -0.95489)
H (0.81977, -2.44624, -1.23921)
H (0.60246, -0.27946, -2.36371)
H (-1.05149, -0.18341, -2.08230)
H (-1.30688, -1.39458, 1.12610)
H (-2.43430, 0.86635, -0.64147)
H (-3.34136, -0.33181, 0.44980)

Löwdin atomic charge list, values in e, 2 entries:
1 C -0.129
2 N -0.079

Here is a single C5H13N3O molecule from the Open Molecules 2025 dataset. Energies are from ωB97M-V with the def2-TZVPD basis set.

As for the energy relative to the best compared isomer or geometry (same formula, charge and spin): 257.1 kJ/mol. Its SMILES is CN/N=C(\O)C(C)(C)N. Its total charge is 0.

Geometry (Å):
C (-1.24949, 0.29995, -0.32234)
C (-1.63532, 1.41946, -1.29528)
C (-1.86495, 0.55370, 1.05849)
C (2.82233, -1.29408, 1.01265)
N (0.96041, -0.75190, -0.43213)
N (2.39046, -0.45907, -0.10052)
C (0.26460, 0.32118, -0.16925)
N (-1.74407, -0.96908, -0.83723)
O (0.86383, 1.38785, 0.29690)
H (2.44040, -0.96507, -1.05157)
H (1.96406, 0.96087, 0.33170)
H (-1.32200, -1.16136, -1.73943)
H (-1.45790, -1.72459, -0.22358)
H (-1.28323, 2.37853, -0.92322)
H (-2.71710, 1.43607, -1.40611)
H (-1.19217, 1.24231, -2.27515)
H (-1.51954, 1.50481, 1.45641)
H (-2.94874, 0.55886, 0.96745)
H (-1.58450, -0.23917, 1.75178)
H (3.90356, -1.19551, 1.11111)
H (2.58381, -2.35199, 0.86503)
H (2.32554, -0.95176, 1.92430)

Löwdin atomic charge list, values in e, 2 entries:
1 C -0.581
2 C -0.031

Here is 3 unconnected molecules or ions with the total composition C5H13N3O from the Open Molecules 2025 dataset. Energies are from ωB97M-V with the def2-TZVPD basis set.

As for the energy relative to the best compared isomer or geometry (same formula, charge and spin): 199.4 kJ/mol. Its SMILES is C=CN(C)C.N=C=O.N. Its total charge is 0.

Geometry (Å):
C (1.37680, -1.18559, -0.88559)
C (3.03077, -0.60845, 0.80394)
N (1.80996, -0.24550, 0.12275)
C (1.53065, 1.08898, -0.03802)
C (0.74756, 1.65692, -0.95924)
H (2.04599, 1.72093, 0.67655)
H (1.50941, -2.19699, -0.50322)
H (1.94781, -1.08614, -1.81863)
H (0.32056, -1.03931, -1.10020)
H (2.91173, -1.59229, 1.26125)
H (3.89310, -0.64734, 0.12370)
H (3.24601, 0.11351, 1.59046)
H (0.67059, 2.72932, -1.01080)
H (0.33321, 1.11900, -1.79395)
C (-2.13397, -0.07690, -0.16212)
N (-1.96387, 0.92744, 0.50517)
N (-4.32658, -0.33864, 0.77057)
O (-2.17938, -0.96487, -0.91709)
H (-4.10122, 0.52520, 1.34320)
H (-1.14437, 1.50673, 0.52510)
H (-5.11252, -0.22339, 0.14323)
H (-4.41223, -1.18259, 1.32296)

Löwdin atomic charge list, values in e, 2 entries:
1 C -0.069
2 C -0.083

Here is a single C5H13N3O molecule from the Open Molecules 2025 dataset. Energies are from ωB97M-V with the def2-TZVPD basis set.

As for the energy relative to the best compared isomer or geometry (same formula, charge and spin): 308.5 kJ/mol. Its SMILES is [H]/N=C(\C)[C@H](O)N(N)CC. Its total charge is 0.

Geometry (Å):
C (-0.60154, -1.47034, -0.29720)
C (-0.56119, 1.22571, 1.47999)
C (-1.55448, -0.78016, -1.26244)
C (0.22536, 1.41295, 0.20840)
N (0.22145, 2.56175, -0.40622)
H (-0.45054, 3.20627, 0.02964)
H (-0.46073, -2.48750, -0.68711)
H (-1.10874, -1.59325, 0.66710)
H (-0.25514, 0.34670, 2.04240)
H (-0.42807, 2.10383, 2.11931)
H (-1.62152, 1.14061, 1.22817)
H (-1.05517, -0.44165, -2.17252)
H (-2.07215, 0.05697, -0.78724)
H (-2.33158, -1.48756, -1.57461)
N (1.48724, -1.61605, 1.09092)
C (1.21096, 0.35876, -0.32454)
O (1.34220, 0.53285, -1.72916)
N (0.82683, -1.01307, -0.02095)
H (1.22704, 1.50036, -1.84685)
H (1.26049, -2.61052, 1.16873)
H (2.50406, -1.54426, 0.97600)
H (2.19522, 0.59760, 0.09820)

Löwdin atomic charge list, values in e, 2 entries:
1 C -0.210
2 C -0.038

Here is 2 unconnected molecules or ions with the total composition C5H13N3O from the Open Molecules 2025 dataset. Energies are from ωB97M-V with the def2-TZVPD basis set.

As for the energy relative to the best compared isomer or geometry (same formula, charge and spin): 68.3 kJ/mol. Its SMILES is CC=C(N)N.CC(N)=O. Its total charge is 0.

Geometry (Å):
C (2.31670, 0.52233, -1.09580)
C (1.64121, 1.45462, -0.12839)
N (1.85904, 1.17759, 1.19022)
O (0.98339, 2.42280, -0.47683)
H (2.05080, 0.22767, 1.47797)
H (1.30958, 1.72992, 1.83565)
H (2.64890, -0.39608, -0.60383)
H (3.18510, 1.02658, -1.52791)
H (1.61314, 0.25393, -1.88822)
C (-2.39423, 0.86913, -0.01059)
C (-0.94729, -1.22577, 0.10556)
N (-0.31537, -2.23712, -0.55523)
N (-0.80275, -1.23049, 1.46161)
C (-1.66742, -0.31415, -0.56720)
H (0.55684, -2.47854, -0.09646)
H (-0.17736, -2.04426, -1.54331)
H (-0.80775, -2.19248, 1.79261)
H (-1.54281, -0.70916, 1.92396)
H (-1.74789, -0.40652, -1.64833)
H (-2.10991, 1.10678, 1.01756)
H (-2.17824, 1.75226, -0.62057)
H (-3.47364, 0.69094, -0.04253)

Löwdin atomic charge list, values in e, 2 entries:
1 C -0.017
2 C -0.606